Entry from OMol25: a structure of composition C6H9O2 in a non-equilibrium geometry (ωB97M-V with the def2-TZVPD basis set).

Summary:
Charge: -1
LUMO (Ha): 0.13507
Highest occupied orbital energy (eV): -3.98

```
17
Properties=species:S:1:pos:R:3:nbo_charge:R:1
O -2.088 0.158 0.308 -0.8309
C -3.210 -0.336 0.519 0.6402
O -4.079 -0.690 -0.292 -0.7714
C 0.243 1.609 -0.538 -0.6425
C 1.018 0.406 -0.402 -0.1207
C 1.932 0.246 0.599 -0.4070
C 3.118 -0.549 0.434 -0.1772
C 3.612 -1.046 -0.706 -0.4981
H -0.530 1.691 -1.278 0.2486
H 0.584 2.451 0.027 0.2115
H 0.972 -0.419 -1.092 0.2203
H -0.203 0.765 0.184 0.4110
H 1.813 0.857 1.501 0.1913
H 3.757 -0.749 1.295 0.1836
H -3.492 -0.432 1.597 -0.0140
H 4.509 -1.671 -0.765 0.1800
H 3.167 -0.853 -1.668 0.1751
```



Entry from OMol25: a structure of composition C6H9O2 in a non-equilibrium geometry (ωB97M-V with the def2-TZVPD basis set).

Summary:
Spin multiplicity: 2
Charge: -2
LUMO (alpha / beta) (Ha): 0.25657 / 0.25588
Highest occupied orbital energy (alpha / beta) (eV): 2.23 / 1.68
<S²>: 0.760

```
17
Properties=species:S:1:pos:R:3:mulliken_spin:R:1
O -3.277 0.751 -0.761 0.0078
C -3.402 -0.261 -0.041 0.0082
O -4.115 -0.385 0.986 0.0075
C -0.715 0.144 1.249 0.5717
C -0.004 -0.305 0.056 0.3475
C 0.922 0.630 -0.577 0.0157
C 2.300 0.518 -0.733 0.0102
C 3.290 -0.392 -0.337 0.0914
H -1.305 -0.546 1.853 -0.0424
H -0.292 0.964 1.813 0.0186
H 0.074 -1.385 -0.092 0.0455
H -1.143 0.241 -0.037 -0.0595
H 0.463 1.516 -1.047 0.0007
H 2.752 1.197 -1.444 -0.0139
H -2.821 -1.171 -0.342 -0.0036
H 4.288 -0.214 -0.727 -0.0011
H 2.986 -1.302 0.181 -0.0043
```



Entry from OMol25: a structure of composition C6H9O3PTi in a non-equilibrium geometry (ωB97M-V with the def2-TZVPD basis set).

Summary:
Spin multiplicity: 3
Charge: +2
LUMO (alpha / beta) (Ha): -0.37106 / -0.36321
Highest occupied orbital energy (alpha / beta) (eV): -17.99 / -18.22
<S²>: 2.010

```
20
Properties=species:S:1:pos:R:3:mulliken_spin:R:1
O 0.048 1.886 -4.872 0.0079
C 0.048 1.293 -3.872 0.0133
Ti 0.075 0.183 -1.626 1.9179
C 1.703 -1.043 -2.050 -0.0246
C -1.587 -1.027 -2.077 -0.0250
O 2.644 -1.630 -2.451 0.0858
O -2.536 -1.613 -2.448 0.0743
C 0.321 -0.883 2.517 -0.0045
P 0.113 -0.406 0.758 -0.0586
C -1.636 0.180 0.923 0.0164
C 1.245 1.077 0.824 0.0058
H -0.363 -1.715 2.803 -0.0001
H 0.062 -0.025 3.179 -0.0010
H 1.372 -1.161 2.760 0.0001
H -1.824 0.638 1.940 0.0041
H -2.058 0.840 0.096 -0.0016
H -2.285 -0.738 0.946 -0.0066
H 1.181 1.587 1.832 -0.0008
H 2.310 0.701 0.838 0.0047
H 1.169 1.856 -0.021 -0.0076
```



Entry from OMol25: a structure of composition C6H9O4Y in a non-equilibrium geometry (ωB97M-V with the def2-TZVPD basis set).

Summary:
Charge: +2
LUMO (Ha): -0.42947
Highest occupied orbital energy (eV): -13.81

```
20
Properties=species:S:1:pos:R:3:nbo_charge:R:1
O -2.835 0.312 0.477 -0.7889
C -2.080 -0.380 1.228 1.0040
O -2.288 -0.376 2.481 -0.7970
O -1.154 -1.107 0.665 -0.4211
C -0.150 -1.785 1.444 -0.1142
Y -4.273 1.026 2.139 2.5408
H -0.537 -1.748 2.471 0.2241
H 0.090 -2.562 0.704 0.2559
C 1.561 -3.319 2.439 -0.3678
C 2.091 -2.054 2.383 -0.1895
H 1.453 -3.901 1.520 0.2125
H 1.434 -3.791 3.417 0.2219
H 2.646 -1.714 3.264 0.2110
C 1.355 -0.999 1.649 -0.2676
C 1.322 0.330 2.382 -0.0712
O 0.551 1.266 1.654 -0.7373
H 1.703 -0.879 0.612 0.2393
H 2.359 0.687 2.505 0.2055
H 0.892 0.184 3.390 0.1626
H 0.466 2.072 2.168 0.4771
```



Entry from OMol25: the molecule C6HF5O3S in a non-equilibrium geometry (ωB97M-V with the def2-TZVPD basis set).

Summary:
Structure (SMILES): O=C1OC(=O)C(C(F)(F)C(F)(F)F)=C1S
LUMO (Ha): -0.10253
Highest occupied orbital energy (eV): -10.73

```
16
Properties=species:S:1:pos:R:3:nbo_charge:R:1
O -2.035 -0.065 3.274 -0.4772
C -1.401 -0.587 2.208 0.7580
O -0.988 -1.963 1.889 -0.5076
C -0.388 -2.120 0.547 0.7772
O 0.003 -3.247 -0.099 -0.4693
C -0.196 -0.607 -0.076 -0.1586
C 0.536 -0.128 -1.480 0.6359
F 1.297 -1.327 -1.991 -0.3157
F -0.417 0.232 -2.564 -0.3072
C 1.689 1.025 -1.193 0.9379
F 1.221 2.404 -1.491 -0.3038
F 2.194 0.879 0.224 -0.3255
F 2.905 0.773 -2.053 -0.3125
C -0.838 0.281 0.931 -0.1533
S -1.080 2.156 0.968 0.0329
H -2.503 2.295 0.905 0.1888
```



Entry from OMol25: a cluster of 2 separate species, C6HF9 in total in a non-equilibrium geometry (ωB97M-V with the def2-TZVPD basis set).

Summary:
LUMO (alpha / beta) (Ha): -0.06386 / -0.04070
Highest occupied orbital energy (alpha / beta) (eV): -9.77 / -9.68

```
16
Properties=species:S:1:pos:R:3:nbo_charge:R:1
C -2.387 0.419 -0.181 -0.2722
C -1.317 -0.233 0.220 -0.0362
C -2.520 -1.020 0.454 0.6370
C 1.243 -0.118 0.370 0.3270
C 1.660 -0.837 -0.896 0.8950
C 1.193 1.430 0.334 0.9075
F -2.981 -0.961 1.702 -0.3178
F -2.770 -2.160 -0.165 -0.2935
F 1.665 -0.555 1.508 -0.2666
F 0.754 -0.564 -1.812 -0.2905
F 2.861 -0.319 -1.349 -0.3356
F 1.915 -2.103 -0.782 -0.2829
F 0.495 1.818 1.359 -0.2953
F 0.633 2.018 -0.706 -0.2992
F 2.477 1.910 0.411 -0.3236
H -2.922 1.277 -0.466 0.2469
```